DFT (ωB97M-V with the def2-TZVPD basis set) results for C19H31N3O3S in the gas phase at a distorted geometry.

Output
* multiplicity: 1
* relative energy (zero: lowest compared OMol25 entry of this formula, charge and spin): 9.23 kcal per mole
* LUMO energy: 0.759 eV
* HOMO-LUMO gap: 9.8200 eV

Geometry as XYZ:
```
57
C19H31N3O3S | the OMol25 dataset | ωB97M-V with the def2-TZVPD basis set
C 0.11313 1.87803 6.04743
C 0.59514 1.46299 4.66105
C 1.79442 0.54114 4.72459
S 2.34246 0.18149 3.03275
O 3.48218 -0.69288 3.10454
O 2.50064 1.42437 2.33161
N 0.98696 -0.60114 2.42459
C 0.56501 -0.17160 1.10932
C 1.44871 -0.77399 0.01861
C 1.41032 -2.30608 0.10078
C 0.02105 -2.83819 -0.25979
O -0.69752 -3.44448 0.50839
N -0.31366 -2.61975 -1.55228
C -1.64275 -2.86459 -2.05745
C -2.45729 -1.56576 -2.11007
N -1.71721 -0.49207 -2.75402
C -1.56529 -0.70842 -4.17954
C -2.32724 0.80913 -2.49266
C -1.39908 1.92672 -2.88514
C -1.64650 2.71472 -4.00099
C -0.77187 3.72826 -4.35411
C 0.36222 3.96230 -3.59609
C 0.61598 3.18231 -2.47986
C -0.26101 2.17306 -2.12724
C 1.82978 -2.74735 1.50594
C 0.99826 -2.04235 2.57886
H 0.89988 2.40232 6.58442
H -0.74627 2.53832 5.96646
H -0.17655 1.00551 6.62839
H 0.87631 2.34446 4.08268
H -0.20644 0.95274 4.12423
H 2.64203 1.00056 5.22718
H 1.56652 -0.41393 5.18819
H 0.63133 0.91683 1.09909
H -0.47758 -0.47793 0.97442
H 2.47228 -0.43120 0.18828
H 1.12379 -0.41878 -0.96105
H 2.11403 -2.72267 -0.62980
H 0.24334 -1.98501 -2.10246
H -2.12559 -3.56700 -1.37509
H -1.57006 -3.32529 -3.04594
H -2.66157 -1.25623 -1.08205
H -3.42276 -1.76446 -2.60776
H -1.01489 -1.62912 -4.36054
H -0.99791 0.11861 -4.60288
H -2.53499 -0.77239 -4.69844
H -2.52282 0.87439 -1.41851
H -3.28958 0.91404 -3.02405
H -2.53147 2.53732 -4.59644
H -0.97709 4.33564 -5.22362
H 1.04433 4.75266 -3.87227
H 1.49522 3.36240 -1.87928
H -0.06933 1.57118 -1.25189
H 1.69540 -3.82462 1.60970
H 2.88049 -2.50006 1.66291
H 1.40914 -2.26128 3.56494
H -0.03603 -2.39289 2.53198
```